w.
Formula: CH3ClN2O2
Source: OMol25
Level of theory: the ωB97M-V functional and the def2-TZVPD basis

Last columns: bonded neighbours and bond lengths (Å).
Geometry (Å):
1 C 0.359 -1.038 0.487  N2 1.544, H7 1.092, H8 1.138, H9 1.107
2 N 0.263 0.201 -0.430  C1 1.544, Cl3 1.814, N4 1.392
3 Cl -0.108 -0.287 -2.137  N2 1.814
4 N -0.395 1.348 0.007  N2 1.392, O5 1.182, O6 1.206
5 O -0.489 1.545 1.169  N4 1.182
6 O -0.817 2.062 -0.867  N4 1.206
7 H -0.710 -1.209 0.630  C1 1.092
8 H 0.803 -1.902 -0.108  C1 1.138
9 H 1.095 -0.720 1.250  C1 1.107

Computed properties:
Multiplicity = 1
Structure (SMILES) = CN(Cl)[N+](=O)[O-]
HOMO level = -0.38784 hartree
LUMO energy = -0.3684 eV

x.
Formula: CH3ClN2O2
Source: OMol25
Level of theory: the ωB97M-V functional and the def2-TZVPD basis

Last columns: bonded neighbours and bond lengths (Å).
Geometry (Å):
1 O 0.600 0.747 -2.537  N2 1.217
2 N 0.333 0.417 -1.397  O1 1.217, N3 1.267, H7 1.083
3 N -0.796 0.171 -0.878  N2 1.267, C4 1.492
4 C -0.543 -0.125 0.562  N3 1.492, O5 1.467, Cl6 1.784, H8 1.095
5 O 0.682 0.263 1.271  C4 1.467, H9 0.959
6 Cl -0.808 -1.885 0.670  C4 1.784
7 H 1.170 0.339 -0.714  N2 1.083
8 H -1.432 0.360 0.976  C4 1.095
9 H 0.796 -0.287 2.048  O5 0.959

Computed properties:
Multiplicity = 1
Structure (SMILES) = [O-]/[NH+]=N/[C@H](O)Cl
HOMO level = -0.37944 hartree
LUMO energy = 0.3371 eV

y.
Formula: CH3ClN2O2
Source: OMol25
Level of theory: the ωB97M-V functional and the def2-TZVPD basis

Last columns: bonded neighbours and bond lengths (Å).
Geometry (Å):
1 C -1.696 -0.249 0.230  O4 1.172, Cl6 1.639
2 N 1.675 -0.299 -0.261  N3 1.398, H7 0.974, H8 0.973
3 N 0.809 0.704 0.184  N2 1.398, O5 1.304, H9 1.117
4 O -1.609 -0.789 1.267  C1 1.172
5 O -0.332 0.965 -0.392  N3 1.304
6 Cl -2.898 -0.162 -0.881  C1 1.639
7 H 1.262 -1.163 -0.086  N2 0.974
8 H 1.732 -0.181 -1.226  N2 0.973
9 H 1.057 1.175 1.166  N3 1.117

Computed properties:
Multiplicity = 1
HOMO level (spin up / spin down) = -0.29883 / -0.29895 hartree
LUMO energy (spin up / spin down) = 0.3079 / 0.3076 eV

Which is most stable, and by how much? x, by 117.5 kJ/mol.

w.
Formula: C4H9N4O
Source: OMol25
Level of theory: the ωB97M-V functional and the def2-TZVPD basis

Last columns: bonded neighbours and bond lengths (Å).
Geometry (Å):
1 C 0.797 0.239 -1.484  C2 1.337, H10 1.027, H11 1.097
2 C 1.671 0.706 -0.586  C1 1.337, N3 1.403, H12 1.069
3 N 2.264 -0.084 0.410  C2 1.403, C4 1.240
4 C 1.599 -0.801 1.171  N3 1.240, N5 1.427, H13 1.065
5 N 0.189 -0.890 0.968  C4 1.427, C6 1.312, H14 0.990
6 C -0.550 0.045 0.422  N5 1.312, N7 1.339, O8 1.350
7 N -0.543 1.321 0.829  C6 1.339, H15 0.927, H16 1.025
8 O -1.601 -0.199 -0.389  C6 1.350, N9 1.432
9 N -1.619 -1.614 -0.605  O8 1.432, H17 1.047, H18 1.051
10 H 0.431 1.001 -2.066  C1 1.027
11 H 0.562 -0.809 -1.708  C1 1.097
12 H 2.022 1.716 -0.571  C2 1.069
13 H 2.205 -1.494 1.706  C4 1.065
14 H -0.300 -1.723 1.183  N5 0.990
15 H -1.292 1.834 0.645  N7 0.927
16 H 0.106 1.730 1.509  N7 1.025
17 H -1.712 -1.910 -1.605  N9 1.047
18 H -2.314 -2.079 0.032  N9 1.051

Computed properties:
Multiplicity = 1
Structure (SMILES) = C=C/N=C\NC(=[NH2+])ON
Total charge = +1
HOMO level = -0.48254 hartree
LUMO energy = -4.0569 eV

x.
Formula: C4H9N4O
Source: OMol25
Level of theory: the ωB97M-V functional and the def2-TZVPD basis

Last columns: bonded neighbours and bond lengths (Å).
Geometry (Å):
1 C 1.680 0.739 -0.828  N2 1.347, H10 1.035, H11 1.149
2 N 1.499 1.125 0.449  C1 1.347, C3 1.516, H12 0.935
3 C 0.157 0.582 0.899  N2 1.516, N4 1.429, N8 1.513, H13 1.162
4 N -0.992 1.056 0.194  C3 1.429, C5 1.427, H14 0.948
5 C -1.973 0.092 -0.187  N4 1.427, O6 1.175, C7 1.583
6 O -2.995 0.378 -0.690  C5 1.175
7 C -1.329 -1.239 0.380  C5 1.583, N8 1.441, H15 1.086, H16 1.040
8 N 0.036 -0.914 0.705  C3 1.513, C7 1.441, N9 1.468
9 N 0.805 -1.069 -0.535  N8 1.468, H17 0.976, H18 1.013
10 H 2.638 0.649 -1.209  C1 1.035
11 H 0.794 1.049 -1.490  C1 1.149
12 H 2.249 1.164 1.006  N2 0.935
13 H 0.149 0.789 2.042  C3 1.162
14 H -1.156 1.985 0.092  N4 0.948
15 H -1.781 -1.464 1.341  C7 1.086
16 H -1.383 -2.084 -0.224  C7 1.040
17 H 1.421 -1.821 -0.612  N9 0.976
18 H 0.183 -1.018 -1.333  N9 1.013

Computed properties:
Multiplicity = 1
Structure (SMILES) = C=[NH+][C@H]1NC(=O)CN1N
Total charge = +1
HOMO level = -0.51791 hartree
LUMO energy = -4.0897 eV

Which is most stable, and by how much? x, by 147.4 kJ/mol.

w.
Formula: C4H10NOS
Source: OMol25
Level of theory: the ωB97M-V functional and the def2-TZVPD basis

Last columns: bonded neighbours and bond lengths (Å).
Geometry (Å):
1 O 0.778 0.159 2.982  C2 1.178
2 C -0.234 0.236 2.384  O1 1.178, C3 1.518, H8 1.088
3 C -0.112 0.609 0.918  C2 1.518, C4 1.559, N7 1.522, H9 1.136
4 C -1.065 -0.342 0.132  C3 1.559, C5 1.425, H10 1.145, H11 1.109
5 C -1.097 0.085 -1.227  C4 1.425, S6 1.914, H12 1.119, H13 1.145
6 S 0.087 -0.618 -2.556  C5 1.914, H14 1.345
7 N 1.341 0.594 0.464  C3 1.522, H15 1.080, H16 0.988, H17 1.079
8 H -1.159 -0.211 2.743  C2 1.088
9 H -0.496 1.677 0.877  C3 1.136
10 H -0.782 -1.431 0.347  C4 1.145
11 H -2.018 -0.012 0.591  C4 1.109
12 H -0.709 1.120 -1.402  C5 1.119
13 H -2.135 0.030 -1.708  C5 1.145
14 H 0.340 -1.882 -2.173  S6 1.345
15 H 1.947 0.860 1.317  N7 1.080
16 H 1.494 1.225 -0.279  N7 0.988
17 H 1.560 -0.440 0.245  N7 1.079

Computed properties:
Multiplicity = 2
⟨S²⟩ = 0.753
HOMO level (spin up / spin down) = -0.13534 / -0.29959 hartree
LUMO energy (spin up / spin down) = 0.4711 / 0.2693 eV

x.
Formula: C4H10NOS
Source: OMol25
Level of theory: the ωB97M-V functional and the def2-TZVPD basis

Last columns: bonded neighbours and bond lengths (Å).
Geometry (Å):
1 C 1.738 1.162 0.802  O2 1.335, C3 1.540, H8 1.103, H9 1.102
2 O 2.247 1.213 2.035  C1 1.335
3 C 0.462 0.335 0.556  C1 1.540, C4 1.517, N7 1.467, H10 1.097
4 C -0.128 0.700 -0.793  C3 1.517, C5 1.526, H11 1.093, H12 1.091
5 C -1.442 -0.025 -1.068  C4 1.526, S6 1.853, H13 1.082, H14 1.081
6 S -1.134 -1.780 -1.578  C5 1.853, H15 1.337
7 N -0.512 0.437 1.649  C3 1.467, H16 1.025, H17 1.022
8 H 2.491 0.869 0.051  C1 1.103
9 H 1.528 2.194 0.475  C1 1.102
10 H 0.768 -0.717 0.508  C3 1.097
11 H 0.596 0.445 -1.572  C4 1.093
12 H -0.298 1.775 -0.868  C4 1.091
13 H -1.978 -0.143 -0.135  C5 1.082
14 H -2.011 0.420 -1.871  C5 1.081
15 H -1.258 -2.275 -0.342  S6 1.337
16 H -0.474 1.400 1.998  N7 1.025
17 H -0.056 0.023 2.464  N7 1.022

Computed properties:
Multiplicity = 2
⟨S²⟩ = 0.754
HOMO level (spin up / spin down) = -0.33214 / -0.33211 hartree
LUMO energy (spin up / spin down) = 0.8771 / -1.7563 eV

y.
Formula: C4H10NOS
Source: OMol25
Level of theory: the ωB97M-V functional and the def2-TZVPD basis

Last columns: bonded neighbours and bond lengths (Å).
Geometry (Å):
1 C -0.790 -1.382 1.098  C2 1.525, H8 1.091, H9 1.092, H10 1.091
2 C -0.219 -0.164 0.382  C1 1.525, C3 1.542, N5 1.487, H11 1.100
3 C -1.071 0.158 -0.862  C2 1.542, S4 1.809, H12 1.077, H13 1.091
4 S -2.648 0.970 -0.505  C3 1.809, H14 1.322
5 N 1.206 -0.436 0.055  C2 1.487, C6 1.502, H15 1.013
6 C 2.063 0.722 -0.369  N5 1.502, O7 1.313, H16 1.119, H17 1.111
7 O 1.777 1.414 -1.448  C6 1.313
8 H -1.814 -1.190 1.421  C1 1.091
9 H -0.788 -2.208 0.384  C1 1.092
10 H -0.215 -1.591 2.002  C1 1.091
11 H -0.265 0.701 1.061  C2 1.100
12 H -0.459 0.805 -1.467  C3 1.077
13 H -1.223 -0.751 -1.445  C3 1.091
14 H -2.450 2.027 -1.274  S4 1.322
15 H 1.676 -0.727 0.904  N5 1.013
16 H 2.158 1.405 0.512  C6 1.119
17 H 3.063 0.247 -0.451  C6 1.111

Computed properties:
Multiplicity = 2
⟨S²⟩ = 0.755
HOMO level (spin up / spin down) = -0.33498 / -0.33517 hartree
LUMO energy (spin up / spin down) = 0.8434 / -1.9117 eV

Which is most stable, and by how much? x, by 18.7 kJ/mol.